Version a
Here is C3H6O2 in the gas phase from OMol25. Energies are from the ωB97M-V functional and the def2-TZVPD basis.

Atoms and positions in Å:
C  -1.598  -0.156  -0.112
C  -0.190  0.349  0.173
O  -0.054  1.396  0.774
C  1.125  -0.338  -0.250
O  2.152  -0.010  0.645
H  -1.757  -1.205  0.156
H  -1.893  -0.033  -1.161
H  -2.260  0.469  0.491
H  1.362  0.028  -1.266
H  1.068  -1.429  -0.298
H  2.027  0.927  0.860

Computed properties:
**LUMO energy**: 0.87 eV
**SMILES**: CC(=O)CO
**Total charge**: 0
**Kohn-Sham gap**: 0.3999 Eh
**HOMO**: -10.017 eV

Version b
Here is C3H6O2 in the gas phase from OMol25. Energies are from the ωB97M-V functional and the def2-TZVPD basis.

Atoms and positions in Å:
C  0.854  0.303  0.986
C  -0.411  0.355  0.211
C  -0.319  0.004  -1.265
O  -0.002  0.810  -2.069
O  -0.561  -1.269  -1.496
H  1.678  0.023  0.354
H  1.110  1.211  1.653
H  0.772  -0.534  1.708
H  -1.105  -0.437  0.551
H  -0.959  1.299  0.234
H  -1.055  -1.765  -0.866

Computed properties:
**LUMO energy**: 0.55 eV
**SMILES**: CCC(=O)O
**Total charge**: 0
**Kohn-Sham gap**: 0.3956 Eh
**HOMO**: -10.217 eV

Version c
Here is 2 unconnected molecules or ions with the total composition C3H6O2 from OMol25. Energies are from the ωB97M-V functional and the def2-TZVPD basis.

Atoms and positions in Å:
C  -0.860  -0.873  1.130
C  -0.118  0.347  1.612
O  -0.584  1.452  1.561
H  -1.471  -0.636  0.266
H  -0.143  -1.638  0.864
H  -1.459  -1.321  1.928
H  0.900  0.159  2.001
C  1.338  -0.533  -2.099
O  0.225  -0.096  -2.178
H  2.161  0.149  -1.812
H  1.660  -1.549  -2.326

Computed properties:
**LUMO energy**: 0.56 eV
**SMILES**: CC=O.C=O
**Total charge**: 0
**Kohn-Sham gap**: 0.3830 Eh
**HOMO**: -9.860 eV

Version d
Here is 2 unconnected molecules or ions with the total composition C3H6O2 from OMol25. Energies are from the ωB97M-V functional and the def2-TZVPD basis.

Atoms and positions in Å:
C  -1.398  0.632  0.330
O  -0.773  -0.405  0.757
C  0.483  -0.782  0.559
C  1.535  0.110  0.154
O  2.697  -0.241  0.026
H  -0.878  1.459  -0.136
H  -0.893  -0.210  -1.633
H  -2.446  0.669  0.591
H  -0.259  -0.624  -1.560
H  0.686  -1.777  0.931
H  1.247  1.170  -0.019

Computed properties:
**LUMO energy (spin up / spin down)**: -0.67 / -0.34 eV
**Total charge**: 0
**Kohn-Sham gap (spin up / spin down)**: 0.2853 / 0.3016 Eh
**HOMO (spin up / spin down)**: -8.433 / -8.550 eV

version b wins, 12.8 kJ/mol ahead of the next structure.